{
  "formula": "C26H35Br2F7N3O8",
  "method": "ωB97M-V/def2-TZVPD",
  "charge": 1,
  "orbital_gap_ev": 9.806,
  "homo_ev": -12.8,
  "molar_mass_g_mol": 810.37,
  "total_energy_ev": -207480.5724,
  "lumo_ev": -2.993,
  "species": ["Br", "Br", "F", "F", "F", "F", "F", "F", "F", "O", "O", "O", "O", "O", "O", "O", "O", "N", "N", "N", "C", "C", "C", "C", "C", "C", "C", "C", "C", "C", "C", "C", "C", "C", "C", "C", "C", "C", "C", "C", "C", "C", "C", "C", "C", "C", "H", "H", "H", "H", "H", "H", "H", "H", "H", "H", "H", "H", "H", "H", "H", "H", "H", "H", "H", "H", "H", "H", "H", "H", "H", "H", "H", "H", "H", "H", "H", "H", "H", "H", "H"],
  "positions_angstrom": [[-1.109, 4.831, -1.585], [-1.522, 2.283, 0.665], [1.444, 4.620, -0.739], [-3.431, 7.327, -4.629], [0.747, -1.391, 2.521], [-0.029, 4.895, 0.852], [-2.999, 5.928, -3.042], [-3.473, 5.217, -5.030], [0.384, 2.197, -1.312], [-2.521, -1.237, -0.893], [-5.933, 7.093, -3.612], [1.160, -0.419, 5.259], [2.377, -4.294, 2.470], [-0.702, -2.915, -0.267], [2.251, -6.541, 2.133], [3.244, 0.393, 5.011], [-5.638, 4.863, -3.538], [1.591, -0.190, 0.743], [2.811, -3.024, 0.074], [3.807, 0.386, 0.270], [2.658, 0.020, -0.258], [-7.944, 4.712, -4.314], [1.835, -1.361, 1.661], [0.272, -0.620, 0.144], [1.606, -2.642, 0.820], [2.443, -0.500, 4.817], [2.906, -5.525, 2.125], [0.431, -2.137, -0.095], [0.253, 4.278, -0.284], [-2.942, -2.063, 0.193], [4.798, 0.558, -0.579], [-3.928, -3.095, -0.353], [0.212, 2.719, -0.081], [4.727, 0.404, -1.934], [3.516, 0.069, -2.465], [1.352, 1.052, 1.590], [3.073, -1.349, 2.556], [-3.774, 6.152, -4.126], [2.486, -0.121, -1.588], [1.382, 2.368, 0.835], [2.836, -1.742, 4.017], [1.269, -3.872, 1.666], [4.366, -5.507, 1.786], [-5.259, 6.118, -3.738], [-1.677, -2.820, 0.753], [-7.008, 4.679, -3.126], [-4.394, -3.622, 0.474], [-3.344, -3.795, -0.950], [3.802, -2.042, 4.406], [2.117, 1.113, 2.355], [0.896, -2.206, -1.080], [-7.279, 5.424, -2.380], [-8.963, 4.491, -4.000], [5.580, 0.537, -2.571], [2.297, 2.524, 0.273], [-0.569, -0.425, 0.792], [-2.546, -1.772, -1.689], [-1.347, -2.262, 1.627], [2.176, -2.589, 4.158], [0.437, -3.687, 2.336], [5.755, 0.834, -0.160], [1.538, -0.410, -2.004], [-7.041, 3.703, -2.646], [0.423, 0.971, 2.134], [-4.651, -2.630, -1.013], [1.396, 3.145, 1.595], [2.640, -3.968, -0.258], [4.948, -5.012, 2.558], [3.806, -2.031, 2.145], [0.846, -1.322, 5.381], [3.385, -0.066, -3.523], [0.980, -4.686, 1.003], [-3.380, -1.408, 0.938], [4.730, -6.514, 1.642], [-0.010, -0.141, -0.783], [-7.639, 3.979, -5.062], [2.902, -2.480, -0.778], [3.551, -0.375, 2.563], [-2.008, -3.806, 1.067], [4.555, -4.957, 0.869], [-7.936, 5.690, -4.794]],
  "forces_ev_per_angstrom": [[0.8, -0.2, 0.4], [0.1, -0.2, -0.1], [0.8, 0.3, 0.1], [-0.1, 0.1, 0.1], [-0.5, 0.9, -0.1], [0.5, 0.3, 0.6], [-0.5, 0.2, -0.2], [-0.1, -0.1, 0.0], [-0.1, -0.7, -0.4], [-0.1, 0.7, 0.5], [0.1, 0.3, -0.1], [0.7, 0.0, 0.2], [0.3, 0.1, -0.8], [-0.1, -0.3, 0.9], [0.2, 1.4, -0.2], [-1.4, -0.9, -0.5], [0.2, 0.0, 0.1], [-1.9, 0.5, 0.4], [-0.4, 0.2, -0.3], [-0.4, -0.1, 0.3], [0.9, 0.3, 1.1], [0.2, 0.1, -0.2], [0.9, -2.2, 1.6], [-1.0, -1.2, -0.6], [0.3, 0.4, -0.1], [1.0, 0.7, 0.4], [-0.1, -1.4, 0.2], [1.2, -0.2, -1.5], [-2.0, -0.7, -1.1], [0.5, -0.8, -1.2], [1.5, 0.4, 0.9], [0.5, 0.3, 0.3], [0.4, 1.4, 0.6], [0.1, -0.1, -0.9], [0.5, 0.0, -0.3], [0.6, 1.0, 0.1], [0.4, 0.3, -0.3], [0.5, 0.1, -0.3], [-2.2, -0.7, -1.2], [-0.4, -0.1, 0.0], [-0.1, 0.4, 0.4], [-0.5, -0.1, 0.6], [0.2, 0.2, 0.1], [-0.4, -0.3, 0.2], [-1.4, 1.0, 0.2], [-0.6, -0.2, 0.1], [-0.3, -0.2, -0.1], [-0.1, -0.3, 0.0], [0.2, 0.0, 0.1], [0.4, -0.2, -0.1], [-0.1, -0.1, -0.2], [0.1, 0.1, -0.1], [0.0, 0.0, 0.0], [0.3, 0.1, 0.0], [0.1, -0.1, -0.2], [0.3, 0.2, 0.5], [0.1, -0.1, -0.1], [0.5, -0.2, 0.1], [-0.2, 0.0, -0.1], [-0.1, 0.1, 0.0], [0.0, 0.1, 0.3], [-0.2, 0.0, 0.0], [0.2, 0.0, 0.0], [-0.3, -0.5, -0.2], [-0.3, 0.1, 0.2], [0.0, 0.0, 0.3], [0.2, -0.1, 0.0], [0.0, 0.1, 0.2], [0.0, -0.1, -0.3], [-0.4, 0.0, -0.2], [-0.2, 0.0, -0.2], [-0.1, 0.0, -0.1], [0.0, 0.0, 0.2], [-0.1, -0.2, 0.1], [0.5, 0.4, 0.0], [0.0, -0.1, 0.1], [0.1, 0.1, 0.1], [0.0, 0.1, -0.1], [0.3, -0.3, 0.0], [-0.2, 0.2, -0.1], [0.0, 0.0, 0.1]],
  "mulliken_charge": [-0.0188, 0.0257, -0.2066, -0.2350, -0.4310, -0.1878, -0.3185, -0.2559, -0.2578, -0.5049, -0.4872, -0.5019, -0.2560, -0.5274, -0.5356, -0.5506, -0.3047, 1.4123, -0.4323, -0.1821, 0.3956, -1.1038, 0.0815, -0.8279, 1.1767, 0.2127, 0.7960, 0.0224, 0.8011, -0.0239, -0.9048, -1.4854, 0.2981, -0.3965, -1.0347, -0.4656, -1.2154, 0.8528, -0.5826, -1.9208, -0.8205, -2.0591, -1.0123, 0.3356, -0.2476, -0.2159, 0.3962, 0.3731, 0.4725, 0.3803, 0.3048, 0.3272, 0.3723, 0.5072, 0.4809, 0.7502, 0.3572, -0.0209, 0.3871, 0.3153, 0.4767, 0.5296, 0.3013, 0.6737, 0.3850, 0.6444, 0.5443, 0.3165, 0.5362, 0.3954, 0.5216, 0.6236, 0.3696, 0.3687, 0.3464, 0.3057, 0.2481, 0.9161, 0.6706, 0.2054, 0.3176]
}